Below is a structure of composition C6H7HgLiO6 in a non-equilibrium geometry, with properties calculated with wB97M-V/def2-TZVPD.

Positions of all 21 atoms, in Å:
Hg (0.2035, 0.0171, -1.9587)
O (-1.6838, -1.4167, 1.1916)
O (2.6266, 1.4640, 0.7126)
O (0.9006, 1.5983, -0.7326)
O (1.6223, -0.3795, -0.1726)
O (-0.8579, 0.6141, 1.6864)
O (-1.6153, 0.1995, -1.2320)
C (1.7765, 1.0215, -0.0315)
C (-0.7946, -0.5934, 1.6409)
C (-2.5826, -0.7460, -0.9847)
C (1.0876, -1.8570, 1.6030)
C (2.0474, -1.2177, 0.8214)
C (-2.8716, -0.9308, 0.4975)
Li (-0.9896, 1.5256, -0.1419)
H (0.9010, -2.9134, 1.3921)
H (1.0626, -1.6335, 2.6723)
H (-3.6316, -1.7009, 0.6688)
H (-3.5620, -0.4868, -1.4411)
H (3.0804, -1.0718, 1.1356)
H (-3.1813, 0.0026, 0.9862)
H (-2.3089, -1.7377, -1.4028)

Calculated values
expectation value of S²: 2.02
multiplicity: 3
molar mass: 382.65 g/mol
E: -845.0729 Eh
ΔE to the lowest compared entry with this formula, charge and spin: 458.8 kJ/mol